1.
ORCA calculation (wB97M-V/def2-TZVPD) on a cluster of 9 separate species, C26H71NO9 in total at a distorted geometry.

```
107
Properties=species:S:1:pos:R:3:mulliken_charge:R:1
C 3.5207 -2.4986 2.4758 -1.464
C 2.8924 -2.9262 1.1886 1.867
C 2.9933 -4.4059 0.8740 -1.419
O 1.4991 -2.5304 1.1548 -0.513
H 3.3095 -1.4569 2.7395 0.151
H 4.6007 -2.6519 2.5184 0.411
H 3.1181 -3.1482 3.2658 0.366
H 3.3110 -2.3542 0.3540 -0.845
H 2.5332 -4.5297 -0.1120 0.350
H 2.4528 -5.0308 1.6086 0.382
H 4.0300 -4.7484 0.8607 0.372
H 0.9769 -3.0952 1.7320 0.252
C -5.6156 -1.3332 -2.2240 -1.398
C -4.5586 -1.8765 -1.3030 0.382
C -4.3679 -1.0872 -0.0414 -0.550
O -4.8811 -3.2717 -0.8983 -0.599
H -5.4455 -0.3067 -2.5387 0.297
H -6.5925 -1.4112 -1.7304 0.365
H -5.6796 -1.9946 -3.0803 0.376
H -3.5920 -2.0153 -1.7989 0.244
H -4.0418 -0.0949 -0.3485 -0.233
H -3.6052 -1.5154 0.6060 0.142
H -5.2718 -0.9470 0.5508 0.494
H -5.7656 -3.2372 -0.5123 0.353
C 5.2799 -0.7978 -1.3501 -1.071
C 4.8593 -0.1625 -2.6673 0.853
C 5.3981 -0.8930 -3.8363 -1.680
O 3.4201 -0.1637 -2.7441 -0.559
H 4.9768 -1.8532 -1.2922 0.166
H 4.8004 -0.2548 -0.5284 0.054
H 6.3593 -0.7428 -1.1842 0.501
H 5.2475 0.8638 -2.7740 0.226
H 5.0028 -0.4341 -4.7462 0.356
H 5.1013 -1.9440 -3.8215 0.393
H 6.4836 -0.7901 -3.8231 0.440
H 2.9903 0.0498 -1.9033 0.012
C 3.4383 1.3346 4.5039 -1.047
C 4.5577 1.5047 3.5433 0.489
C 4.1328 1.9391 2.1501 -0.838
O 5.4528 2.5825 4.0210 -0.558
H 2.9024 0.3918 4.3355 0.153
H 2.7696 2.1992 4.4344 0.256
H 3.8711 1.3052 5.5111 0.396
H 5.0326 0.5093 3.5030 0.120
H 3.5980 1.0992 1.6957 -0.027
H 4.9755 2.1587 1.4934 0.411
H 3.4523 2.8011 2.1536 0.312
H 5.8556 2.3645 4.8674 0.318
C -3.2076 3.0065 -1.8662 -0.845
C -3.9777 2.9766 -0.5812 1.931
C -3.4973 3.9515 0.4668 -1.458
O -5.4104 3.1823 -0.8379 -0.628
H -3.4368 3.9879 -2.3008 0.457
H -3.5188 2.2200 -2.5557 0.337
H -2.1274 2.9618 -1.7043 -0.158
H -3.9798 1.9693 -0.1694 -1.012
H -3.5063 4.9753 0.0684 0.403
H -2.4593 3.7310 0.7275 0.241
H -4.0926 3.8782 1.3756 0.386
H -5.5199 4.0662 -1.2090 0.357
C 1.1220 2.4226 -0.3241 -1.580
C 0.7209 1.0726 0.2204 1.977
C -0.5667 0.5546 -0.3007 -1.121
O 1.8298 0.1525 -0.0557 1.030
H 0.3989 3.2276 -0.1575 0.304
H 1.2690 2.2368 -1.3948 0.389
H 2.1078 2.6883 0.0617 0.273
H 0.5880 1.1009 1.3092 -0.773
H -0.5202 0.5700 -1.3984 0.012
H -1.4413 1.1369 -0.0085 0.330
H -0.7416 -0.4780 0.0064 0.215
H 1.5405 -0.7104 0.2995 -0.535
C -0.7577 -0.1250 3.2821 -0.943
C -1.8106 -0.3797 4.3275 0.692
C -3.0635 0.4605 4.2295 -1.033
O -3.8687 0.0117 3.1623 -0.056
C -5.0900 0.5643 3.0622 -0.686
N -2.2470 -1.8391 4.3504 -0.755
H -1.2509 -0.4591 2.3716 -0.097
H 0.0515 -0.8471 3.4446 0.077
H -0.2979 0.8503 3.1308 0.538
H -1.3630 -0.0979 5.2945 0.298
H -2.7936 1.5220 4.0595 0.346
H -3.6016 0.3896 5.1858 0.449
H -5.4990 0.3180 2.0986 0.091
H -5.1069 1.6646 3.1195 0.329
H -5.7545 0.1691 3.8408 0.313
H -1.5268 -2.4986 4.0797 0.255
H -3.0723 -1.9944 3.7857 0.241
C 0.6115 -1.9284 -2.5280 -0.508
C 1.7278 -2.9021 -2.9492 -0.230
O 2.4429 -2.4194 -4.0700 -0.616
H -0.1106 -1.8557 -3.3473 0.322
H 0.9792 -0.9156 -2.3056 -0.075
H 0.0688 -2.3102 -1.6509 0.250
H 1.2384 -3.8126 -3.3114 0.424
H 2.3519 -3.1914 -2.0783 0.016
H 2.8082 -1.5643 -3.8216 0.320
C -0.9536 2.4570 -4.6659 -0.899
C -1.3048 0.9909 -4.9408 0.254
O -2.7233 0.8205 -4.7122 -0.504
H -1.0957 2.7041 -3.6100 -0.026
H -1.5874 3.0933 -5.2897 0.332
H 0.0950 2.6201 -4.8992 0.416
H -0.7052 0.2655 -4.3718 -0.150
H -1.0886 0.8367 -6.0063 0.358
H -3.0537 -0.0786 -4.8210 0.269
```

M   541.9 g mol⁻¹
Largest force on an atom   2.70 eV/A
Highest occupied orbital energy   -9.316 eV
Total energy   -48029.64798 eV
SMILES   COC[C@H](C)N.CC(C)O.CC(C)O.CC(C)O.CC(C)O.CC(C)O.CC(C)O.CCO.CCO



2.
ORCA calculation (wB97M-V/def2-TZVPD) on a cluster of 11 separate species, C26H72B3F18N6O12S2 in total at a distorted geometry.

```
139
Properties=species:S:1:pos:R:3:mulliken_charge:R:1
C 0.6921 -2.9682 -6.9572 -1.479
C -0.5104 -1.9591 -7.2343 0.071
C -0.1503 -0.5321 -6.6815 -0.157
O -1.0190 0.4331 -7.3204 -0.465
C -2.2299 0.6064 -6.5712 -0.536
N -0.6665 -1.9230 -8.7668 -0.157
H -1.3560 -1.2661 -9.1030 0.362
H 0.1895 -1.6460 -9.2256 0.355
H -1.0025 -2.7976 -9.1441 0.378
H 0.9596 -3.0819 -5.9067 0.258
H 1.6024 -2.6707 -7.4778 0.474
H 0.3712 -3.9569 -7.2852 0.433
H -1.4634 -2.2858 -6.8181 0.263
H 0.8631 -0.2092 -6.9197 0.416
H -0.2583 -0.6403 -5.6023 -0.026
H -2.8053 -0.3123 -6.4574 0.264
H -2.8138 1.2853 -7.1927 0.331
H -2.1952 1.2407 -5.6855 0.169
C 4.1532 1.3049 -2.7835 -1.160
C 4.7611 2.2775 -3.8272 -0.093
C 4.6057 3.7918 -3.2747 -0.802
O 5.2172 3.8148 -1.9795 -0.226
C 5.4216 5.1483 -1.4942 -0.878
N 6.2382 1.8316 -3.8708 -0.236
H 6.6879 1.8028 -2.9669 0.330
H 6.3657 0.8737 -4.1644 0.349
H 6.7124 2.4309 -4.5312 0.354
H 4.8315 1.2389 -1.9328 0.515
H 4.0209 0.3475 -3.2876 0.461
H 3.2079 1.7755 -2.5133 -0.020
H 4.2627 2.1238 -4.7843 0.445
H 3.6123 4.2041 -3.0982 0.479
H 5.1167 4.4924 -3.9352 0.519
H 5.8259 5.1766 -0.4823 0.290
H 4.4959 5.7021 -1.3381 0.327
H 6.0298 5.7729 -2.1485 0.326
C 2.1342 -4.3706 2.3696 -1.442
C 2.3922 -4.7674 3.8341 0.120
C 3.5161 -5.6959 4.1355 -0.813
O 4.7800 -5.0499 4.0072 -0.180
C 5.7897 -6.0074 3.9803 -0.807
N 2.5629 -3.4768 4.7162 -0.099
H 1.7411 -2.9129 4.5532 0.365
H 2.5779 -3.7585 5.6860 0.373
H 3.3521 -2.9254 4.4110 0.314
H 1.2858 -3.6902 2.2957 0.185
H 1.9211 -5.2658 1.7854 0.532
H 2.9461 -3.7260 2.0329 0.407
H 1.4415 -5.1975 4.1492 0.427
H 3.3998 -6.4528 3.3598 0.437
H 3.3301 -6.1081 5.1273 0.396
H 6.6280 -5.5342 3.4689 0.251
H 5.4355 -6.8271 3.3554 0.356
H 6.1592 -6.3986 4.9283 0.294
C -4.8471 5.7929 4.6478 -1.451
C -5.7404 4.9242 3.7393 0.210
C -4.8648 3.8811 3.0566 0.029
O -5.5750 3.0702 2.0697 -0.485
C -4.6492 2.3010 1.3298 0.099
N -6.8059 4.2320 4.5394 -0.211
H -6.3843 4.0220 5.4328 0.367
H -7.4953 4.9585 4.6702 0.385
H -7.3493 3.4436 4.2180 0.309
H -4.1712 5.2742 5.3277 0.364
H -5.3970 6.5697 5.1792 0.406
H -4.0403 6.2889 4.1082 0.426
H -6.3125 5.5043 3.0153 0.358
H -4.3626 3.2322 3.7741 -0.322
H -4.0561 4.4422 2.5883 0.306
H -5.2624 1.7661 0.6045 0.375
H -4.3253 1.5733 2.0738 -0.354
H -3.7936 2.7064 0.7898 0.213
C -1.6389 1.0010 6.3450 -1.503
C -2.1731 1.6676 5.0770 0.642
C -1.0316 2.1385 4.0949 -0.962
O -1.6145 2.8480 2.9485 0.111
C -0.7221 3.6146 2.2042 -1.001
N -2.9399 0.5350 4.3889 0.086
H -3.7412 0.3163 4.9636 0.428
H -3.2765 0.6757 3.4471 -0.257
H -2.3725 -0.2939 4.2835 0.454
H -1.0423 1.7650 6.8436 0.406
H -1.0553 0.0890 6.2190 0.394
H -2.4598 0.8251 7.0401 0.464
H -2.9501 2.4136 5.2440 -0.124
H -0.3282 1.3677 3.7800 0.515
H -0.3902 2.7822 4.6969 0.409
H -0.2244 4.4073 2.7627 0.362
H -1.2990 4.2092 1.4958 0.325
H -0.0207 3.0064 1.6331 0.319
C -1.1021 0.8012 -0.6705 -1.635
C -0.8994 -0.2637 -1.8991 0.430
C 0.5996 -0.4719 -2.0588 0.336
O 1.0364 -1.0687 -0.8950 -0.186
C 2.4135 -1.0245 -0.5475 -0.721
N -1.5637 -1.6351 -1.5086 1.026
H -0.9617 -2.1871 -0.9146 0.129
H -2.4182 -1.5498 -0.9771 -0.153
H -1.7277 -2.1066 -2.3866 -0.053
H -0.7289 0.3298 0.2387 0.316
H -2.1488 1.0736 -0.5354 0.494
H -0.6122 1.7504 -0.8878 0.375
H -1.4219 0.0445 -2.8047 0.220
H 1.1466 0.4675 -2.1381 -0.520
H 0.9105 -1.0885 -2.9021 0.535
H 2.4772 -1.2220 0.5226 0.252
H 2.9162 -0.0611 -0.6332 0.122
H 3.0971 -1.6730 -1.0953 0.363
B -1.0411 -4.7674 0.6965 0.354
F -0.4097 -5.2073 -0.4406 -0.398
F -2.3600 -4.9659 0.4465 -0.381
F -0.5929 -5.3812 1.8403 -0.339
F -0.9475 -3.4311 0.9016 -0.220
B 0.3679 2.9799 -3.5216 0.370
F 0.4402 4.0150 -4.4446 -0.378
F -0.8896 2.8551 -2.9564 -0.390
F 0.6062 1.8660 -4.2594 -0.247
F 1.3033 3.2422 -2.5628 -0.376
B -2.4153 -3.3130 -4.2441 0.399
F -1.2097 -3.4377 -3.7033 -0.326
F -3.2593 -3.7717 -3.2843 -0.315
F -2.6451 -1.9418 -4.4013 -0.372
F -2.4932 -3.9666 -5.4872 -0.399
C 4.9178 0.5083 2.4885 0.504
F 3.7015 0.7786 2.9735 -0.218
F 4.8249 0.2553 1.1669 -0.196
F 5.7654 1.4857 2.8151 -0.205
S 5.5430 -1.0436 3.3775 1.036
O 4.5187 -2.0913 3.4080 -0.654
O 6.7200 -1.5172 2.6451 -0.711
O 5.9581 -0.6126 4.7263 -0.740
C -6.4526 -1.5469 1.3607 0.414
F -7.1107 -2.5369 0.7703 -0.178
F -6.7807 -0.3584 0.8923 -0.193
F -6.7164 -1.6390 2.7004 -0.236
S -4.5410 -1.7678 1.0839 1.173
O -4.2316 -1.6733 -0.3291 -0.889
O -3.8955 -0.6533 1.7440 -0.744
O -4.1422 -3.0887 1.6243 -0.627
```

M   1099.4 g mol⁻¹
Largest force on an atom   4.98 eV/A
Highest occupied orbital energy   -9.700 eV
Charge   +1
Total energy   -134258.46118 eV